DFT (wB97M-V/def2-TZVPD) results for 8 unconnected molecules or ions with the total composition C72H152N8O8 at a distorted geometry.

Geometry (Å):
C  -0.0705  2.4427  -0.1845
C  0.4104  1.1998  0.5609
C  -0.6500  0.9698  1.6268
C  -0.5807  -0.4577  2.2467
C  -0.5792  -1.5236  1.1785
C  0.6012  -1.3429  0.1573
N  0.5296  0.0332  -0.4118
O  1.2555  0.2590  -1.5713
C  1.9548  -1.7427  0.7144
C  0.1717  -2.3362  -0.9757
C  1.6678  1.5777  1.2839
H  0.7417  2.7135  -0.8591
H  -0.3949  3.2910  0.4182
H  -0.9053  2.1962  -0.8406
H  -0.5902  1.7920  2.3399
H  -1.6415  1.1544  1.2133
H  -1.4761  -0.6738  2.8294
H  0.2005  -0.4825  3.0064
H  -1.5414  -1.5359  0.6663
H  -0.3937  -2.3989  1.8010
H  1.9390  -2.7206  1.1955
H  2.6702  -1.8017  -0.1059
H  2.3013  -1.1309  1.5473
H  -0.0273  -3.3208  -0.5524
H  -0.6914  -1.9530  -1.5201
H  1.0460  -2.3903  -1.6243
H  2.4334  1.6554  0.5120
H  2.0200  0.8798  2.0435
H  1.5706  2.4868  1.8775
H  0.5668  0.3075  -2.2384
C  -5.2752  -1.3982  -1.1279
C  -5.5767  -0.6188  0.2350
C  -5.9766  0.8540  -0.1353
C  -7.3350  0.9865  -0.7749
C  -8.3211  0.5279  0.2260
C  -8.0956  -0.9689  0.6946
N  -6.6164  -1.1881  1.0115
O  -6.3641  -2.4350  1.5064
C  -8.9889  -1.0264  1.9697
C  -8.6636  -1.9559  -0.3520
C  -4.2501  -0.5134  1.1004
H  -4.2178  -1.4609  -1.3848
H  -5.7497  -0.9974  -2.0236
H  -5.6726  -2.4110  -1.0612
H  -5.8696  1.6327  0.6198
H  -5.2692  1.1412  -0.9133
H  -7.3544  0.3924  -1.6885
H  -7.4984  2.0314  -1.0388
H  -9.3560  0.5872  -0.1113
H  -8.2820  1.2823  1.0117
H  -8.4735  -0.7057  2.8750
H  -9.9326  -0.5167  1.7752
H  -9.2341  -2.0685  2.1747
H  -8.7314  -2.9922  -0.0209
H  -9.6601  -1.6780  -0.6952
H  -8.0355  -1.9423  -1.2427
H  -3.7954  -1.4088  1.5244
H  -4.2970  0.2174  1.9077
H  -3.5310  -0.0624  0.4166
H  -6.0687  -2.1940  2.3875
C  -0.0235  -1.6537  7.8779
C  0.2530  -1.2450  6.4101
C  1.5042  -0.2653  6.2812
C  2.8563  -0.8666  6.3083
C  2.8890  -2.0928  5.2911
C  1.6787  -3.0798  5.4453
N  0.3745  -2.3605  5.5207
O  -0.8079  -3.1407  5.3768
C  1.6571  -3.8943  4.0869
C  1.9182  -4.1703  6.5624
C  -0.9238  -0.4003  5.9251
H  0.8892  -2.0803  8.2940
H  -0.8051  -2.4134  7.8654
H  -0.3362  -0.8592  8.5555
H  1.4335  0.3054  5.3552
H  1.5550  0.3388  7.1871
H  3.1527  -1.2844  7.2704
H  3.6874  -0.2104  6.0499
H  3.7725  -2.6642  5.5757
H  3.0175  -1.6269  4.3141
H  2.6203  -4.0084  3.5896
H  1.2941  -4.8808  4.3753
H  0.9547  -3.4687  3.3702
H  2.7593  -4.7927  6.2567
H  2.1178  -3.7037  7.5270
H  1.0656  -4.8216  6.7546
H  -1.1010  0.4610  6.5691
H  -1.8656  -0.9489  5.9147
H  -0.8098  0.0131  4.9230
H  -1.3587  -2.6984  4.7268
C  -3.5583  3.8112  -0.2885
C  -4.0515  5.2139  -0.7386
C  -5.3593  5.0134  -1.6278
C  -6.6634  4.8857  -0.7699
C  -6.6706  6.0766  0.2099
C  -5.4451  6.1826  1.1961
N  -4.2362  6.2083  0.3228
O  -3.0428  6.4827  0.9932
C  -5.5098  7.5798  1.8647
C  -5.5033  5.0962  2.3026
C  -3.0271  5.7430  -1.7761
H  -3.2550  3.2229  -1.1545
H  -4.3877  3.3045  0.2049
H  -2.6161  3.8623  0.2571
H  -5.5344  5.8130  -2.3476
H  -5.2660  4.0675  -2.1613
H  -6.7797  3.9382  -0.2437
H  -7.5256  4.9923  -1.4282
H  -7.5396  5.9715  0.8594
H  -6.9230  6.9119  -0.4432
H  -6.2797  7.7022  2.6265
H  -4.5513  7.9307  2.2471
H  -5.5912  8.3301  1.0782
H  -4.7962  5.1943  3.1263
H  -6.5080  5.1162  2.7248
H  -5.3051  4.0835  1.9515
H  -3.1839  6.8000  -1.9909
H  -3.0171  5.2328  -2.7393
H  -2.0269  5.5926  -1.3699
H  -2.9665  7.4397  0.9930
C  3.7963  -4.8080  -0.8152
C  4.3139  -4.6426  -2.2261
C  5.8114  -4.2695  -2.2736
C  6.7172  -5.4806  -2.1641
C  6.4274  -6.4125  -3.3272
C  4.9394  -6.9296  -3.2081
N  3.9871  -5.7869  -3.0171
O  2.6673  -6.2814  -2.8253
C  4.6211  -7.6647  -4.5030
C  4.9805  -8.0482  -2.0966
C  3.5890  -3.4338  -2.8499
H  4.0456  -3.9561  -0.1826
H  4.1346  -5.7553  -0.3952
H  2.7079  -4.7722  -0.8618
H  6.0414  -3.8786  -3.2648
H  6.0903  -3.5717  -1.4840
H  6.5621  -5.9548  -1.1950
H  7.7312  -5.0967  -2.2762
H  7.1155  -7.2556  -3.3895
H  6.4737  -5.9360  -4.3065
H  4.5482  -6.8934  -5.2698
H  5.4725  -8.2561  -4.8397
H  3.6912  -8.2233  -4.3961
H  5.8326  -8.6916  -2.3161
H  5.2073  -7.5358  -1.1617
H  4.0641  -8.6318  -2.0089
H  3.9062  -2.4489  -2.5071
H  2.5341  -3.5457  -2.5993
H  3.6393  -3.4054  -3.9383
H  2.1803  -5.7842  -3.4866
C  2.0687  5.9432  6.5594
C  0.5342  6.1594  6.5159
C  0.2009  7.0559  5.2820
C  0.0664  6.2369  3.9437
C  -0.8459  5.0467  4.0439
C  -0.6265  4.1436  5.2794
N  -0.3782  4.9856  6.4811
O  -0.2708  4.1511  7.6141
C  -1.9064  3.3075  5.3173
C  0.4718  3.1982  4.9266
C  0.3046  7.0376  7.7362
H  2.4262  5.2224  5.8241
H  2.3335  5.4441  7.4915
H  2.5066  6.9193  6.3507
H  -0.5715  7.7926  5.5030
H  1.0540  7.7151  5.1214
H  1.0998  6.0842  3.6325
H  -0.3464  6.8782  3.1650
H  -0.7442  4.5083  3.1017
H  -1.8602  5.4428  3.9935
H  -1.9791  2.6010  6.1442
H  -2.7823  3.9217  5.5264
H  -2.0294  2.6376  4.4663
H  1.4040  3.7317  4.7405
H  0.7464  2.5110  5.7269
H  0.2758  2.5477  4.0743
H  -0.7573  7.2099  7.9111
H  0.8795  7.9637  7.7282
H  0.6342  6.4427  8.5880
H  -0.8488  4.6228  8.2182
C  6.4318  3.6940  -6.0510
C  6.1622  2.9365  -4.7375
C  5.0228  3.7798  -4.0065
C  4.3810  3.0760  -2.8732
C  3.9055  1.6662  -3.2391
C  4.9745  0.8381  -3.9973
N  5.6091  1.6115  -5.0606
O  6.5166  0.8861  -5.8383
C  5.9804  0.2701  -2.9843
C  4.2594  -0.2611  -4.7301
C  7.4753  3.0384  -3.8931
H  6.6000  4.7636  -5.9257
H  5.5834  3.6213  -6.7314
H  7.2820  3.1613  -6.4771
H  5.5086  4.7026  -3.6895
H  4.1817  4.0108  -4.6601
H  3.4921  3.6548  -2.6223
H  5.0596  3.1049  -2.0206
H  3.0244  1.8812  -3.8436
H  3.5397  1.2964  -2.2812
H  6.1520  0.9756  -2.1713
H  5.6635  -0.7113  -2.6315
H  6.9107  0.0911  -3.5233
H  3.7719  -1.0004  -4.0947
H  3.6126  0.1417  -5.5095
H  5.0467  -0.8173  -5.2389
H  8.0100  3.9730  -4.0625
H  8.1649  2.2451  -4.1816
H  7.2649  2.8617  -2.8383
H  7.2577  0.9992  -5.2387
C  -1.4464  -5.9632  -5.4687
C  -0.0463  -5.5742  -5.8677
C  -0.0009  -5.3483  -7.4033
C  -0.5185  -3.9487  -7.8341
C  0.1808  -2.7955  -7.0070
C  0.1200  -3.0275  -5.5098
N  0.5109  -4.4034  -5.1340
O  0.5378  -4.6587  -3.7591
C  1.0251  -1.9837  -4.9278
C  -1.2509  -2.7690  -4.9809
C  0.9371  -6.7677  -5.6060
H  -1.6405  -7.0357  -5.4758
H  -2.2645  -5.6307  -6.1077
H  -1.6555  -5.6322  -4.4515
H  1.0328  -5.3844  -7.7471
H  -0.5914  -6.1378  -7.8681
H  -1.5977  -3.7967  -7.8145
H  -0.3427  -3.8249  -8.9026
H  -0.2874  -1.8396  -7.2416
H  1.1970  -2.6090  -7.3545
H  0.7515  -0.9904  -5.2836
H  1.0286  -1.9386  -3.8387
H  2.0423  -2.2251  -5.2362
H  -1.2994  -2.6953  -3.8944
H  -1.6602  -1.7961  -5.2529
H  -2.0181  -3.4376  -5.3714
H  0.6580  -7.6394  -6.1980
H  0.8903  -7.1500  -4.5863
H  1.9998  -6.5587  -5.7288
H  -0.3701  -4.5844  -3.4561

The net charge is 0. The max |F| comes out at 4.041 eV Å⁻¹. The energy above the lowest of the compared OMol25 structures with the same formula, charge and spin is 521.8 kJ/mol. The SMILES is CC1(C)CCCC(C)(C)N1O.CC1(C)CCCC(C)(C)N1O.CC1(C)CCCC(C)(C)N1O.CC1(C)CCCC(C)(C)N1O.CC1(C)CCCC(C)(C)N1O.CC1(C)CCCC(C)(C)N1O.CC1(C)CCCC(C)(C)N1O.CC1(C)CCCC(C)(C)N1O. As for the gap between HOMO and LUMO: 8.1 eV.

---

DFT (wB97M-V/def2-TZVPD) results for a single C4H8N2 molecule at a distorted geometry.

Geometry (Å):
C  2.0343  0.0870  0.2229
C  0.6151  0.6426  0.2898
N  -0.2821  -0.2597  -0.4186
C  -1.5304  0.1137  -0.8325
C  -2.5674  -0.6094  0.5553
N  -2.3698  -1.6360  1.0837
H  2.3659  -0.0134  -0.8158
H  2.0834  -0.9022  0.6922
H  2.7337  0.7420  0.7496
H  0.2986  0.7685  1.3371
H  0.5695  1.6283  -0.1904
H  -0.3791  -1.1632  0.0298
H  -2.0209  -0.5611  -1.5165
H  -1.5507  1.1629  -1.1866

The net charge is 0. The max |F| comes out at 1.710 eV Å⁻¹. The energy above the lowest of the compared OMol25 structures with the same formula, charge and spin is 225.2 kJ/mol. The SMILES is CCNCC#N. As for the gap between HOMO and LUMO: 9.9 eV.

---

DFT (wB97M-V/def2-TZVPD) results for a molecular structure, C29H53BCrO2P2 at a distorted geometry.

Geometry (Å):
Cr  -2.2270  0.3649  0.8063
C  0.8079  -0.0580  0.7890
C  0.2802  0.8402  1.7604
C  -1.0292  -1.1129  1.7768
C  0.0380  -1.2462  0.8057
C  -0.8330  0.2144  2.4292
C  2.1374  0.0779  0.1168
H  2.4215  1.1355  0.0509
H  2.0908  -0.3278  -0.9050
H  2.9553  -0.4596  0.6376
C  0.4562  -2.5264  0.1810
H  1.5561  -2.6239  0.1910
H  0.1426  -2.5824  -0.8739
H  0.0360  -3.3894  0.7203
C  -1.7309  -2.2486  2.4512
H  -0.9848  -3.0115  2.7391
H  -2.4870  -2.7227  1.8058
H  -2.2471  -1.9090  3.3616
C  -1.2554  0.5219  3.8348
H  -0.4563  0.1975  4.5267
H  -2.1810  -0.0067  4.0971
H  -1.4214  1.5978  3.9816
C  0.9300  2.0824  2.2259
H  1.6608  1.8802  3.0191
H  0.2088  2.7935  2.6369
H  1.4616  2.5992  1.4247
C  0.0945  2.4647  -4.1507
C  1.1093  3.3328  -4.2666
C  1.5366  4.3686  -3.2793
C  0.3660  5.2044  -2.7109
C  -0.4183  4.5370  -1.5583
C  0.3519  3.4180  -1.0167
C  0.2357  2.0743  -1.6078
C  -0.5846  1.9756  -2.9083
H  2.2196  5.0716  -3.7685
H  -0.2958  5.5077  -3.5240
H  2.1405  3.9606  -2.4581
H  -1.5515  2.5165  -2.7517
H  -0.3377  2.0167  -5.0558
H  1.6873  3.2691  -5.1917
H  -0.8903  0.9238  -3.0528
H  1.2050  1.5772  -1.7782
H  0.4641  3.3787  0.0778
H  -0.2785  1.4443  -0.8386
H  0.7787  6.1276  -2.2829
H  -0.5000  5.2770  -0.7445
P  -2.3291  4.2653  -1.6845
C  -2.9677  4.4202  -3.4058
C  -3.0444  5.8422  -1.0443
P  -2.7860  2.2907  0.5822
C  -3.4605  3.0786  -0.8812
C  -2.2500  3.5438  1.8129
C  -4.2390  1.5289  1.4175
H  -3.8434  3.7619  -3.5469
H  -2.2063  4.1856  -4.1611
H  -3.2944  5.4628  -3.5579
H  -3.9053  6.1370  -1.6568
H  -2.3153  6.6532  -1.1100
H  -3.3891  5.7489  -0.0106
H  -5.0959  1.7664  0.7726
H  -4.4155  2.0000  2.3949
H  -4.1787  0.4103  1.5398
H  -3.7654  2.3357  -1.6381
H  -4.3735  3.6145  -0.5743
H  -2.0929  3.0337  2.7810
H  -3.0323  4.3098  1.9421
H  -1.2901  3.9890  1.4955
C  -1.5211  -3.1313  -3.1094
C  -2.5836  -2.2793  -2.4543
C  -3.4321  -1.6092  -3.5378
O  -1.9108  -1.2371  -1.7540
B  -2.6561  -1.0620  -0.5908
O  -3.6938  -1.9715  -0.3881
C  -3.4661  -2.9928  -1.3528
C  -4.8475  -3.4383  -1.7866
C  -2.7428  -4.1580  -0.6865
H  -0.8177  -3.5634  -2.3870
H  -0.9419  -2.5215  -3.8149
H  -2.0166  -3.9355  -3.6645
H  -2.7772  -1.0164  -4.1921
H  -3.9158  -2.3760  -4.1559
H  -4.1982  -0.9363  -3.1217
H  -4.7617  -4.2367  -2.5275
H  -5.3785  -3.8316  -0.9137
H  -5.4355  -2.6060  -2.1903
H  -1.7430  -3.8799  -0.3208
H  -3.3330  -4.5139  0.1657
H  -2.6444  -4.9967  -1.3856

As for the expectation value of S²: 3.9496. The net charge is +1. The max |F| comes out at 4.280 eV Å⁻¹. As for the spin multiplicity: 4. The energy above the lowest of the compared OMol25 structures with the same formula, charge and spin is 171.9 kJ/mol. As for the gap between HOMO and LUMO (alpha / beta): 6.5 / 5.6 eV.

---

Among the records above, which one has the lowest energy above the lowest of the compared OMol25 structures with the same formula, charge and spin? C29H53BCrO2P2

---

Which value of net charge does entry 1 give? 0